(1)
{
  "formula": "C6H12O",
  "method": "ωB97M-V/def2-TZVPD",
  "species": ["H", "H", "C", "H", "H", "O", "H", "H", "C", "C", "H", "H", "C", "H", "H", "H", "H", "C", "C"],
  "coordinates": [[-2.3197, 0.7700, -1.1219], [0.6953, -0.5584, 1.2873], [-0.2204, 1.1661, 0.5254], [-0.0512, -2.3432, -2.0668], [-1.7145, 0.2609, 1.8212], [-0.2917, -2.0685, -1.1732], [-3.4702, 0.1359, 0.1721], [4.1059, 0.0938, -0.3648], [2.0133, 0.4248, -0.1616], [3.1366, -0.2837, -0.0641], [-0.0521, 2.1640, 0.1315], [-2.1357, 1.7992, 1.1535], [0.8029, 0.3105, 0.6379], [0.5634, -2.1195, -0.7186], [1.9618, 1.2846, -0.8301], [3.1738, -1.2450, 0.4418], [-2.1127, -0.8341, -0.3623], [-2.4527, 0.1838, -0.2158], [-1.6319, 0.8588, 0.9087]],
  "smiles": "C=C/C=C/CC.O",
  "relative_energy_kj_mol": 186.60,
  "lumo_energy_ha": 0.03071
}

(2)
{
  "formula": "C6H10N2",
  "method": "ωB97M-V/def2-TZVPD",
  "species": ["C", "C", "N", "H", "H", "H", "C", "H", "C", "H", "H", "N", "C", "H", "H", "H", "H", "C"],
  "coordinates": [[-1.4692, -0.0894, -0.9163], [-0.5934, -1.1219, -0.1913], [0.6573, -0.4996, -0.3642], [2.7197, -0.3814, -0.1851], [-1.6137, 1.7550, 0.5438], [1.9346, -1.2430, 1.1915], [0.3732, 0.8404, -0.0226], [-1.1593, 0.1845, -2.0272], [-1.1396, -0.4039, 1.0778], [-2.2764, -0.4748, 1.2384], [0.8231, 2.5339, 0.2212], [1.2825, 1.7184, -0.0638], [-1.1017, 0.8621, 0.2253], [-0.6277, -0.5674, 2.0224], [2.1041, -2.0068, -0.4021], [-0.6238, -2.2311, -0.4055], [-2.5381, -0.3120, -0.9228], [1.8772, -1.0522, 0.1140]],
  "relative_energy_kj_mol": 216.63,
  "lumo_energy_ha": 0.03608
}

(3)
{
  "formula": "CCl4O2P",
  "method": "ωB97M-V/def2-TZVPD",
  "species": ["O", "C", "Cl", "O", "Cl", "Cl", "Cl", "P"],
  "coordinates": [[0.4449, 2.2734, -0.2914], [0.9095, -1.8260, 0.9842], [2.2196, -1.7977, -0.4940], [-1.6745, 0.6182, -0.6357], [-0.5652, -2.1146, 0.1220], [0.3919, 0.1152, -2.1253], [0.6015, -0.0960, 1.3823], [-0.3121, 1.1063, -0.6790]],
  "relative_energy_kj_mol": 292.08,
  "charge": -1,
  "lumo_energy_ha": 0.12436
}